No. 1
{"formula": "C18H24HfN4O3", "method": "wB97M-V/def2-TZVPD", "charge": 4, "spin_multiplicity": 1, "largest_force_ha_per_bohr": 0.144, "homo_energy_ev": -21.4, "energy_ha": -1191.55958, "species": ["N", "C", "C", "H", "H", "H", "N", "C", "C", "H", "H", "H", "N", "C", "C", "H", "H", "H", "Hf", "C", "O", "C", "O", "C", "C", "C", "C", "C", "C", "H", "H", "H", "H", "H", "H", "C", "N", "C", "C", "C", "O", "H", "H", "H", "H", "H", "H", "H", "H", "H"], "xyz": [[0.46059, -0.91478, -2.21983], [0.74927, -1.36117, -3.25574], [1.32344, -1.99046, -4.40121], [1.77262, -1.23026, -5.04747], [0.56696, -2.53293, -4.97181], [2.09654, -2.68548, -4.07403], [-1.55720, -0.97287, 1.06665], [-2.27022, -1.57167, 1.76661], [-3.03986, -2.33421, 2.68243], [-3.76603, -2.93908, 2.10632], [-3.57312, -1.63296, 3.35236], [-2.35196, -2.98095, 3.25139], [0.05381, 2.43672, 0.23681], [0.14908, 3.59215, 0.37595], [0.47583, 4.94327, 0.68262], [0.86831, 4.99713, 1.70069], [-0.39822, 5.59183, 0.60062], [1.24061, 5.29585, -0.01497], [-0.47492, 0.32979, -0.52447], [0.37348, 0.45530, 2.09276], [0.75960, 0.42484, 3.17220], [0.68076, -2.05556, 0.25072], [1.18376, -2.99777, 0.64012], [-2.16389, -0.36697, -2.24612], [-1.51335, 0.84681, -2.60069], [-1.65378, 1.97965, -1.76494], [-2.44036, 1.87925, -0.58247], [-3.04152, 0.67659, -0.25039], [-2.90942, -0.44042, -1.07211], [-2.21775, -1.18022, -2.96237], [-1.08874, 0.97567, -3.58215], [-1.33406, 2.93968, -2.13441], [-2.70331, 2.78136, -0.03416], [-3.74829, 0.66532, 0.59924], [-3.50343, -1.34749, -0.89385], [5.32542, 0.25345, 0.54839], [3.86965, 0.01617, 0.62282], [3.52976, -0.84778, 1.74868], [3.00794, 0.53441, -0.22959], [3.59532, 1.38769, -1.30377], [1.72747, 0.33155, -0.16267], [5.73931, -0.31284, 1.39340], [5.54718, 1.32276, 0.66044], [5.72888, -0.12640, -0.39922], [3.88554, -0.38271, 2.66992], [2.45411, -1.07010, 1.85172], [4.07643, -1.78673, 1.64716], [3.36072, 0.96524, -2.29629], [3.18532, 2.41071, -1.24381], [4.69706, 1.41921, -1.16370]], "lowdin_charge": [0.07, -0.09, 0.04, 0.13, 0.13, 0.13, 0.01, -0.11, 0.04, 0.14, 0.14, 0.14, 0.07, -0.09, 0.04, 0.14, 0.13, 0.13, 1.68, 0.00, 0.19, -0.01, 0.20, -0.08, -0.11, -0.11, -0.08, -0.08, -0.07, 0.16, 0.16, 0.16, 0.16, 0.17, 0.17, 0.02, -0.09, 0.00, -0.40, 0.05, -0.29, 0.12, 0.13, 0.13, 0.13, 0.05, 0.12, 0.11, 0.11, 0.09]}



No. 2
{"formula": "C19H22BrN3S", "method": "wB97M-V/def2-TZVPD", "smiles": "S=C(Nc1ccc(Br)cc1)NC1CCN(Cc2ccccc2)CC1", "spin_multiplicity": 1, "largest_force_ha_per_bohr": 0.014, "homo_energy_ev": -8.1, "energy_ha": -3873.71097, "species": ["S", "C", "N", "C", "C", "C", "C", "Br", "C", "C", "N", "C", "C", "C", "N", "C", "C", "C", "C", "C", "C", "C", "C", "C", "H", "H", "H", "H", "H", "H", "H", "H", "H", "H", "H", "H", "H", "H", "H", "H", "H", "H", "H", "H", "H", "H"], "xyz": [[-3.07984, -3.30056, 1.14640], [-1.71470, -2.55261, 0.58689], [-0.50210, -3.05365, 0.98421], [0.77498, -2.68512, 0.58273], [1.81504, -2.73131, 1.51487], [3.09308, -2.34686, 1.16515], [3.34509, -1.92045, -0.12894], [5.09707, -1.34577, -0.60598], [2.34105, -1.91592, -1.08244], [1.06225, -2.30230, -0.73038], [-1.71711, -1.48567, -0.22212], [-2.90087, -0.73178, -0.56923], [-2.98307, 0.53759, 0.28980], [-2.01623, 1.60691, -0.24358], [-0.98293, 0.97818, -1.05312], [0.16228, 1.84558, -1.27811], [0.89626, 2.12994, 0.00528], [1.30852, 1.07911, 0.81557], [1.99423, 1.32172, 1.99076], [2.27958, 2.62230, 2.37161], [1.87153, 3.67546, 1.57207], [1.18125, 3.43031, 0.39724], [-1.55225, 0.49685, -2.30349], [-2.82297, -0.32991, -2.04202], [-0.57070, -3.71535, 1.74584], [1.61029, -3.06108, 2.52260], [3.88912, -2.37075, 1.89311], [2.55836, -1.61677, -2.09615], [0.29044, -2.33502, -1.48264], [-0.87915, -0.91708, -0.31402], [-3.76645, -1.37447, -0.38458], [-4.00396, 0.91818, 0.27975], [-2.73563, 0.27640, 1.31951], [-1.53397, 2.12569, 0.58711], [-2.56543, 2.35930, -0.83497], [0.83851, 1.32092, -1.96301], [-0.13317, 2.79380, -1.76048], [1.09086, 0.06514, 0.51811], [2.30926, 0.49277, 2.60779], [2.81830, 2.81390, 3.28750], [2.08961, 4.69227, 1.86355], [0.86479, 4.25749, -0.22266], [-0.79252, -0.11771, -2.79595], [-1.78851, 1.33589, -2.98111], [-3.71278, 0.25312, -2.27985], [-2.82741, -1.21871, -2.67260]], "lowdin_charge": [0.63, -0.86, 0.04, -0.25, -0.02, -0.13, -0.69, 0.72, -0.13, -0.04, 0.03, -0.34, -0.10, -0.16, -0.21, -0.15, -0.22, -0.03, -0.07, -0.09, -0.08, -0.05, -0.18, -0.11, 0.12, 0.12, 0.10, 0.10, 0.12, 0.10, 0.09, 0.12, 0.12, 0.12, 0.13, 0.13, 0.13, 0.09, 0.10, 0.10, 0.10, 0.11, 0.12, 0.12, 0.12, 0.12]}



No. 3
{"formula": "C72H77Br2N2O19S", "method": "wB97M-V/def2-TZVPD", "charge": 1, "spin_multiplicity": 1, "largest_force_ha_per_bohr": 0.079, "homo_energy_ev": -10.6, "energy_ha": -9874.24027, "species": ["C", "C", "C", "C", "O", "N", "O", "C", "C", "C", "C", "C", "C", "C", "C", "C", "C", "C", "C", "C", "C", "C", "O", "C", "C", "S", "N", "C", "Br", "C", "C", "Br", "H", "H", "H", "H", "H", "H", "H", "H", "H", "H", "H", "H", "H", "H", "H", "H", "H", "H", "H", "H", "H", "H", "H", "H", "H", "H", "H", "H", "H", "H", "H", "H", "H", "H", "H", "H", "H", "H", "H", "H", "H", "H", "H", "H", "H", "C", "C", "C", "O", "C", "C", "C", "O", "H", "H", "H", "H", "C", "C", "C", "O", "C", "C", "C", "O", "H", "H", "H", "H", "C", "C", "C", "O", "C", "C", "C", "O", "H", "H", "H", "H", "C", "C", "C", "O", "C", "C", "C", "O", "H", "H", "H", "H", "C", "C", "C", "O", "C", "C", "C", "O", "H", "H", "H", "H", "C", "C", "C", "O", "C", "C", "C", "O", "H", "H", "H", "H", "C", "C", "C", "O", "C", "C", "C", "O", "H", "H", "H", "H", "C", "C", "C", "O", "C", "C", "C", "O", "H", "H", "H", "H"], "xyz": [[0.28403, -2.49464, 6.75785], [-0.20089, -3.25457, 5.94838], [-0.74322, -4.38228, 4.98911], [-1.91489, -3.71789, 4.13868], [-1.79290, -2.29634, 3.97085], [-2.22928, -4.42430, 2.85850], [-2.64718, -5.68108, 3.25223], [-4.09170, -5.81671, 3.23096], [-4.84617, -4.88489, 2.19632], [-5.46734, -3.56682, 2.86756], [-0.97352, -4.46006, 2.07195], [-1.26714, -4.98867, 0.59837], [-1.44598, -6.55011, 0.45657], [-0.13059, -7.29894, -0.09471], [0.45819, -6.65397, -1.42411], [-0.61314, -6.32893, -2.55220], [-0.77044, -4.77841, -2.88562], [0.61080, -4.01957, -3.12098], [0.72896, -2.70280, -2.19432], [0.55204, -1.35629, -3.01521], [0.58805, -0.06119, -2.06258], [2.03911, 0.56242, -1.92001], [2.70504, -0.00523, -0.74915], [4.10250, -0.22573, -1.02789], [0.26749, -5.15757, 2.77269], [1.77600, -4.41148, 1.92448], [0.44121, -4.89773, 4.23179], [0.99356, -6.07286, 5.02286], [2.88549, -6.47167, 4.65505], [0.09718, -7.38403, 4.91328], [0.83854, -8.68890, 4.41940], [-0.73948, -7.80525, 6.68575], [0.68355, -1.93503, 7.63917], [-1.22763, -5.12960, 5.68900], [-2.85468, -3.83226, 4.77089], [-0.90969, -2.06696, 3.62331], [-4.42401, -6.89425, 3.07887], [-4.48489, -5.53555, 4.26524], [-5.74857, -5.48147, 1.83620], [-4.25492, -4.64443, 1.26781], [-6.49068, -3.37022, 2.39942], [-5.66013, -3.71161, 3.98039], [-4.84526, -2.64164, 2.66965], [-0.67264, -3.36893, 1.92558], [-2.25404, -4.51054, 0.29270], [-0.48703, -4.52771, -0.07048], [-1.73371, -7.09980, 1.39568], [-2.26113, -6.77451, -0.30379], [0.70323, -7.28383, 0.68866], [-0.32328, -8.39209, -0.30938], [1.06529, -5.74430, -1.09790], [1.22472, -7.35630, -1.88637], [-0.27366, -6.85821, -3.50141], [-1.65032, -6.72222, -2.34106], [-1.38324, -4.22227, -2.11566], [-1.35417, -4.72097, -3.85498], [0.66606, -3.62460, -4.18629], [1.52457, -4.65401, -2.94366], [1.74893, -2.64234, -1.69398], [-0.06810, -2.70964, -1.37829], [-0.44773, -1.29829, -3.55477], [1.38083, -1.19943, -3.76925], [-0.07132, 0.76878, -2.47790], [0.22717, -0.27891, -1.01462], [2.66862, 0.40786, -2.85184], [2.01311, 1.68947, -1.75607], [4.18368, -1.25152, -1.51157], [4.73946, -0.17333, -0.09948], [4.53374, 0.50865, -1.77897], [0.28658, -6.23943, 2.46194], [2.17536, -5.28361, 0.93901], [1.18360, -4.17041, 4.31787], [0.95174, -5.74262, 6.10997], [-0.79088, -7.18982, 4.22625], [1.26560, -8.61590, 3.38112], [1.58413, -9.05698, 5.19124], [0.04454, -9.50526, 4.37478], [-9.59772, -2.95919, 0.30755], [-10.85532, -3.39201, 0.24109], [-11.83525, -3.06782, 1.30173], [-12.98124, -3.46343, 1.24438], [-11.36370, -2.24230, 2.43738], [-10.10564, -1.80993, 2.50238], [-9.12688, -2.13541, 1.44107], [-7.97660, -1.73800, 1.49950], [-8.86761, -3.18717, -0.45879], [-11.21612, -3.99482, -0.58191], [-12.09377, -2.01386, 3.20377], [-9.74350, -1.20616, 3.32538], [8.60640, 3.39543, -1.24392], [7.58051, 3.37297, -2.09398], [6.19117, 3.20044, -1.61495], [5.25391, 3.17823, -2.38866], [5.98458, 3.05542, -0.15686], [7.00942, 3.07756, 0.69357], [8.39990, 3.25037, 0.21526], [9.33486, 3.27297, 0.99011], [9.62936, 3.52012, -1.57612], [7.71333, 3.47851, -3.16362], [4.96103, 2.93105, 0.17490], [6.87581, 2.97206, 1.76307], [-11.06679, 0.09288, -3.65533], [-10.71636, 1.34400, -3.94996], [-9.96262, 2.17752, -2.98628], [-9.64438, 3.31812, -3.25269], [-9.61224, 1.56645, -1.68377], [-9.96275, 0.31569, -1.38958], [-10.71653, -0.51779, -2.35350], [-11.03541, -1.66103, -2.08673], [-11.61859, -0.53071, -4.34742], [-10.96389, 1.80567, -4.89763], [-9.06042, 2.18988, -0.99150], [-9.71492, -0.14535, -0.44188], [4.38252, 4.84442, -4.77918], [4.50385, 5.89611, -3.97091], [4.81593, 7.24111, -4.50532], [4.93083, 8.20209, -3.76528], [4.98508, 7.37397, -5.97045], [4.86271, 6.31974, -6.77767], [4.55169, 4.97434, -6.24385], [4.43893, 4.01236, -6.98029], [4.15650, 3.85486, -4.40568], [4.38162, 5.81646, -2.89542], [5.21251, 8.36850, -6.34513], [4.98402, 6.39730, -7.85122], [4.02233, 7.74467, 0.92086], [4.14631, 8.79343, 1.73160], [4.45939, 10.14047, 1.20214], [4.57537, 11.09783, 1.94286], [4.62700, 10.27633, -0.26200], [4.50333, 9.22672, -1.07514], [4.19028, 7.87977, -0.54298], [4.07478, 6.92040, -1.28143], [3.79473, 6.75265, 1.29082], [4.02650, 8.71156, 2.80450], [4.85504, 11.26858, -0.63086], [4.62498, 9.30751, -2.15186], [-5.14273, -10.16452, 5.64373], [-5.08343, -9.56276, 4.45729], [-6.21296, -9.62949, 3.50451], [-6.15554, -9.08002, 2.42090], [-7.41245, -10.38975, 3.92009], [-7.47301, -10.99288, 5.10706], [-6.34266, -10.92591, 6.06106], [-6.39627, -11.47206, 7.14302], [-4.32498, -10.12587, 6.35268], [-4.21395, -9.00167, 4.13682], [-8.22935, -10.42729, 3.21052], [-8.34228, -11.55367, 5.42679], [4.88557, 13.01978, -8.80252], [5.07800, 11.73180, -8.52249], [4.46764, 11.10689, -7.32863], [4.64447, 9.93030, -7.07066], [3.63447, 11.96523, -6.45841], [3.44143, 13.25332, -6.73755], [4.05176, 13.87991, -7.93216], [3.87503, 15.05279, -8.18860], [5.32470, 13.49413, -9.67108], [5.68393, 11.08845, -9.14825], [3.19574, 11.48993, -5.58996], [2.83542, 13.89600, -6.11133], [10.15857, 8.08886, 2.32938], [9.03831, 7.61815, 2.87518], [7.85475, 8.48596, 3.06752], [6.83223, 8.05787, 3.56701], [7.96253, 9.89571, 2.62910], [9.08300, 10.36667, 2.08316], [10.26714, 9.49910, 1.89053], [11.28797, 9.92667, 1.39127], [11.03404, 7.46902, 2.18165], [8.94179, 6.58966, 3.20071], [7.08634, 10.51569, 2.77698], [9.17940, 11.39494, 1.75763]], "lowdin_charge": [0.15, -0.05, -0.14, -0.26, 0.01, -0.08, -0.16, -0.15, -0.20, -0.10, -0.27, -0.12, -0.17, -0.20, -0.21, -0.19, -0.20, -0.18, -0.20, -0.20, -0.17, -0.22, -0.24, -0.13, -0.47, 0.81, -0.10, -0.64, 0.80, -0.71, -0.21, 0.71, 0.08, 0.14, 0.18, 0.10, 0.11, 0.12, 0.11, 0.10, 0.05, 0.08, 0.08, 0.14, 0.13, 0.08, 0.10, 0.11, 0.08, 0.12, 0.08, 0.12, 0.12, 0.10, 0.09, 0.11, 0.11, 0.10, 0.11, 0.09, 0.12, 0.11, 0.11, 0.11, 0.12, 0.13, 0.09, 0.09, 0.08, 0.10, -0.09, 0.13, 0.09, 0.09, 0.07, 0.08, 0.09, 0.00, 0.01, -0.38, 0.12, 0.03, 0.02, -0.41, 0.07, 0.13, 0.13, 0.12, 0.12, 0.03, 0.03, -0.38, 0.08, 0.02, 0.02, -0.39, 0.11, 0.12, 0.13, 0.12, 0.12, 0.02, 0.03, -0.38, 0.11, 0.03, 0.03, -0.37, 0.10, 0.12, 0.12, 0.13, 0.11, 0.02, 0.02, -0.34, 0.08, 0.02, 0.03, -0.39, 0.09, 0.10, 0.08, 0.07, 0.12, 0.02, 0.02, -0.39, 0.09, 0.03, 0.03, -0.35, 0.08, 0.12, 0.12, 0.12, 0.09, 0.03, 0.01, -0.39, 0.09, 0.02, 0.03, -0.38, 0.12, 0.12, 0.10, 0.13, 0.13, 0.03, 0.03, -0.35, 0.07, 0.03, 0.03, -0.38, 0.12, 0.13, 0.12, 0.12, 0.12, 0.02, 0.02, -0.38, 0.09, 0.02, 0.03, -0.39, 0.11, 0.12, 0.12, 0.11, 0.12]}